[1]
C6H7N5OS as an isolated structure at a distorted geometry. Source: the Open Molecules 2025 dataset; level of theory: the ωB97M-V functional and the def2-TZVPD basis.

CARTESIAN COORDINATES (ANGSTROEM)
C1 1.07 -2.75 -0.83
C2 0.65 1.43 -0.57
C3 -0.23 -2.41 -0.81
C4 1.25 2.64 -0.63
C5 0.85 -1.24 0.68
C6 -0.34 2.82 0.74
N1 1.71 -2.00 0.05
N2 -0.45 1.50 0.30
N3 -2.49 -0.55 1.54
N4 -0.38 -1.48 0.19
N5 0.73 3.51 0.28
O1 -2.33 -0.38 -0.96
S1 -1.68 -0.43 0.31
H1 1.54 -3.33 -1.64
H2 0.74 0.51 -1.22
H3 -0.95 -2.65 -1.62
H4 2.14 3.03 -1.09
H5 1.06 -0.45 1.28
H6 -0.91 3.07 1.66
H7 -1.99 -0.85 2.33

HOMO (spin up / spin down)	-0.2598 / -0.3456	Ha
spin multiplicity	3
<S²>	2.01
F_max	6.727	eV Å⁻¹

[2]
C6H7NO as an isolated structure at a distorted geometry. Source: the Open Molecules 2025 dataset; level of theory: the ωB97M-V functional and the def2-TZVPD basis.

CARTESIAN COORDINATES (ANGSTROEM)
C1 0.55 1.02 0.09
C2 1.96 0.83 0.01
C3 2.09 -0.56 0.06
C4 -0.10 -0.27 0.14
C5 -1.44 -0.82 -0.05
C6 -2.58 -0.06 0.11
H1 -1.19 2.08 -0.14
H2 2.91 1.53 -0.24
H3 3.04 -0.83 -0.04
H4 1.26 -2.28 0.65
H5 -1.27 -1.69 -0.80
H6 -3.39 -0.39 -0.82
H7 -2.53 0.54 1.22
N1 0.94 -1.21 -0.10
O1 -0.24 2.09 -0.08

HOMO	-0.2740	Ha
spin multiplicity	1
F_max	6.241	eV Å⁻¹

[3]
One molecule with the formula C6H7NO at a distorted geometry. Source: the Open Molecules 2025 dataset; level of theory: the ωB97M-V functional and the def2-TZVPD basis.

CARTESIAN COORDINATES (ANGSTROEM)
C1 1.26 1.23 0.19
C2 1.46 -1.23 0.11
C3 -0.09 -0.78 0.28
C4 -1.51 -1.18 0.17
C5 -1.31 1.14 0.00
C6 -0.06 0.64 0.09
H1 1.39 1.91 -0.50
H2 1.97 1.74 1.15
H3 2.22 0.11 -1.27
H4 1.84 -1.91 -0.68
H5 1.89 -1.60 1.09
H6 -2.14 -2.07 -0.36
H7 -1.93 2.17 0.26
N1 2.04 0.04 -0.37
O1 -2.25 0.06 -0.26

HOMO	-0.3160	Ha
spin multiplicity	1
F_max	6.947	eV Å⁻¹
structure (SMILES)	c1occ2c1CNC2

- Which value of spin multiplicity does entry 2 give?
  1

- The highest F_max belongs to which entry?
  number 3

- Among the records above, which one has the lowest F_max?
  number 2

Please write out number 3 again, unchanged.
One molecule with the formula C6H7NO at a distorted geometry. Source: the Open Molecules 2025 dataset; level of theory: the ωB97M-V functional and the def2-TZVPD basis.

CARTESIAN COORDINATES (ANGSTROEM)
C1 1.26 1.23 0.19
C2 1.46 -1.23 0.11
C3 -0.09 -0.78 0.28
C4 -1.51 -1.18 0.17
C5 -1.31 1.14 0.00
C6 -0.06 0.64 0.09
H1 1.39 1.91 -0.50
H2 1.97 1.74 1.15
H3 2.22 0.11 -1.27
H4 1.84 -1.91 -0.68
H5 1.89 -1.60 1.09
H6 -2.14 -2.07 -0.36
H7 -1.93 2.17 0.26
N1 2.04 0.04 -0.37
O1 -2.25 0.06 -0.26

HOMO	-0.3160	Ha
spin multiplicity	1
F_max	6.947	eV Å⁻¹
structure (SMILES)	c1occ2c1CNC2